Entry from the OMol25 dataset: C25H29IrN2S2Se as an isolated structure (the ωB97M-V functional and the def2-TZVPD basis).

```
60
Properties=species:S:1:pos:R:3
Ir 0.0090 -0.3583 0.4368
C -1.2456 -0.8695 -2.1588
N 0.1357 -0.6828 -1.6212
C 0.6713 0.6059 -2.1923
C 1.8083 1.0906 -1.3347
N 1.2626 1.3594 0.0220
C 2.3770 1.4660 1.0069
C 0.5057 2.6223 0.0793
C 1.0583 3.8069 -0.3901
C 0.3657 4.9976 -0.2452
C -0.8724 5.0087 0.3848
C -1.4150 3.8305 0.8649
C -0.7274 2.6291 0.7108
S -1.4575 1.1173 1.2684
C 1.0168 -1.7937 -2.0526
C 1.0307 -2.2020 -3.3824
C 1.8591 -3.2372 -3.7751
C 2.6822 -3.8558 -2.8381
C 2.6801 -3.4322 -1.5245
C 1.8468 -2.3865 -1.1162
S 1.8604 -1.8333 0.5495
H -1.2286 -0.8211 -3.2463
H -1.8726 -0.0711 -1.7701
H -1.6378 -1.8321 -1.8401
H -0.1425 1.3334 -2.1830
H 0.9758 0.4276 -3.2227
H 2.2758 1.9796 -1.7551
H 2.5655 0.3131 -1.2286
H 3.0445 2.2797 0.7184
H 2.9248 0.5286 1.0310
H 1.9548 1.6803 1.9865
H 2.0345 3.8168 -0.8574
H 0.7990 5.9172 -0.6132
H -1.4137 5.9374 0.5027
H -2.3792 3.8283 1.3566
H 0.3980 -1.7282 -4.1205
H 1.8630 -3.5602 -4.8068
H 3.3296 -4.6687 -3.1383
H 3.3199 -3.9086 -0.7927
C -5.2695 -4.9298 -2.5059
C -4.2544 -4.3044 -1.5916
C -4.6075 -3.2797 -0.7192
C -3.6870 -2.6810 0.1307
C -4.1343 -1.6265 1.1009
C -2.3663 -3.1337 0.0746
Se -1.0448 -2.3681 1.2458
C -1.9783 -4.1940 -0.7515
C -0.5752 -4.7302 -0.7873
C -2.9402 -4.7532 -1.5842
H -6.2557 -4.4922 -2.3626
H -5.3448 -6.0027 -2.3246
H -4.9871 -4.7942 -3.5508
H -5.6371 -2.9422 -0.6879
H -5.2009 -1.4377 0.9946
H -3.6171 -0.6802 0.9470
H -3.9560 -1.9413 2.1316
H 0.0225 -4.4047 0.0643
H -0.0500 -4.4168 -1.6938
H -0.5938 -5.8204 -0.7773
H -2.6523 -5.5724 -2.2346
```

Calculated values
⟨S²⟩: 0.755
Total charge: +1
Spin multiplicity: 2
Relative energy (zero: lowest compared OMol25 entry of this formula, charge and spin) (kJ/mol): 0.0
Energy (eV): -119227.491
Kohn-Sham gap (spin up / spin down) (eV): 6.86 / 5.77
F_max (hartree/bohr): 0.010
HOMO energy (spin up / spin down) (hartree): -0.397 / -0.396
Lowest unoccupied orbital energy (spin up / spin down) (eV): -3.954 / -5.000

***

Entry from the OMol25 dataset: C25H29IrN2S2Se as an isolated structure in a non-equilibrium geometry (the ωB97M-V functional and the def2-TZVPD basis).

```
60
Properties=species:S:1:pos:R:3
Ir -0.6855 0.7102 -0.6937
C 2.5441 0.2828 -1.0761
N 1.7106 1.3205 -0.4508
C 1.9385 1.3733 1.0030
C 0.7733 2.0613 1.7103
N -0.4736 1.2928 1.6111
C -0.3906 -0.0001 2.3065
C -1.6229 2.0199 2.1025
C -1.5641 2.8311 3.2249
C -2.7120 3.4054 3.7491
C -3.9447 3.1900 3.1515
C -4.0185 2.4224 2.0100
C -2.8692 1.8263 1.4794
S -3.0589 0.8355 0.0684
C 1.9776 2.6209 -1.0383
C 3.2580 3.1572 -0.9889
C 3.5344 4.4079 -1.5118
C 2.5170 5.1610 -2.0800
C 1.2445 4.6419 -2.1506
C 0.9647 3.3642 -1.6551
S -0.6623 2.7960 -1.8986
H 3.5698 0.2929 -0.6981
H 2.5692 0.4442 -2.1524
H 2.1102 -0.6978 -0.8764
H 2.8551 1.9295 1.2453
H 2.0662 0.3550 1.3739
H 0.6046 3.0296 1.2298
H 1.0652 2.2332 2.7545
H 0.0658 0.1198 3.2929
H 0.1890 -0.7200 1.7263
H -1.3948 -0.3949 2.4397
H -0.6244 3.0126 3.7217
H -2.6384 4.0074 4.6406
H -4.8385 3.6186 3.5777
H -4.9595 2.2640 1.5066
H 4.0593 2.5850 -0.5452
H 4.5421 4.7898 -1.4737
H 2.7194 6.1423 -2.4739
H 0.4423 5.2090 -2.5959
C -0.3957 -6.9306 -0.2844
C -0.4388 -5.5142 -0.7553
C 0.5410 -4.9979 -1.5925
C 0.4928 -3.6936 -2.0574
C 1.5983 -3.2244 -2.9525
C -0.5708 -2.8640 -1.6531
Se -0.6924 -1.1004 -2.3929
C -1.5726 -3.3668 -0.8045
C -2.7471 -2.5594 -0.3516
C -1.4854 -4.6794 -0.3759
H 0.5051 -7.4334 -0.6272
H -1.2625 -7.4753 -0.6584
H -0.4325 -6.9714 0.8043
H 1.3574 -5.6342 -1.9054
H 1.8928 -4.0278 -3.6237
H 2.4726 -2.9480 -2.3610
H 1.2996 -2.3626 -3.5477
H -2.8580 -1.6435 -0.9264
H -2.6398 -2.2984 0.7016
H -3.6614 -3.1383 -0.4566
H -2.2664 -5.0762 0.2568
```

Calculated values
⟨S²⟩: 8.795
Total charge: +1
Spin multiplicity: 6
Relative energy (zero: lowest compared OMol25 entry of this formula, charge and spin) (kJ/mol): 0.0
Energy (eV): -119224.153
Kohn-Sham gap (spin up / spin down) (eV): 8.08 / 5.19
F_max (hartree/bohr): 0.031
HOMO energy (spin up / spin down) (hartree): -0.370 / -0.395
Lowest unoccupied orbital energy (spin up / spin down) (eV): -2.000 / -5.555

***

Entry from the OMol25 dataset: C25H29N3O8 as an isolated structure in a non-equilibrium geometry (the ωB97M-V functional and the def2-TZVPD basis).

```
65
Properties=species:S:1:pos:R:3
C 6.9979 2.5578 -1.9824
H 7.2477 1.7737 -1.3318
O 5.6458 2.0655 -2.5566
C 4.6728 2.1015 -1.7515
C 4.7364 2.4046 -0.5582
C 3.6913 2.3003 0.4292
C 2.5104 2.0497 -0.0601
C 2.3993 1.5544 -1.6494
C 3.5705 1.6931 -2.3934
H 3.4619 1.6093 -3.3976
O 1.2381 1.1064 -1.9289
C 1.1226 0.8875 -3.4585
H 1.1732 1.9928 -4.1699
H 1.6400 0.0961 -3.6291
H -0.0365 0.6862 -3.6581
N 1.3128 1.8081 0.6534
C 0.9920 1.7303 1.8727
O 1.9406 1.7421 2.7904
C -0.4899 1.1205 2.2122
N -0.9485 0.3193 1.4153
C -1.9555 0.7439 0.3839
O -2.2303 1.9232 0.6871
N -2.5008 -0.2143 -0.3238
C -2.0367 -1.4116 -0.4252
O -2.6115 -2.4068 -1.5850
C -1.0857 -1.8921 0.2644
C -0.5235 -0.8090 1.1246
C 0.5741 -1.5663 2.0437
C 1.1747 -2.5833 1.9547
C 0.5116 -3.5178 0.9742
C -0.4816 -3.2719 0.1319
H -0.9284 -3.8060 -0.7353
O 1.1056 -4.8371 0.9121
C 0.6077 -5.6289 -0.1143
H 1.2234 -6.5745 0.0702
H -0.4410 -6.1343 0.2761
H 0.6881 -5.4680 -1.2267
O 2.1445 -3.0649 2.8490
C 2.7761 -2.3410 3.5770
H 3.2836 -1.4576 3.2111
H 1.9659 -1.9210 4.4741
H 3.7259 -2.8381 4.1949
H 1.0913 -0.6686 2.7369
C -3.6848 0.4351 -1.1963
H -3.5325 -0.1962 -2.2191
H -3.8677 1.4039 -1.2137
C -5.0787 -0.1324 -0.4546
H -5.1474 -1.2002 -0.5384
C -6.2456 0.3012 -1.0837
H -6.9530 -0.2331 -0.7958
C -6.3609 1.6415 -0.2104
H -5.9524 2.5012 -0.7516
C -5.6689 1.2750 1.0128
H -6.1607 1.5139 2.0489
O -5.1070 0.1751 1.0036
H -4.6850 2.1029 1.3950
H -7.3668 1.9633 -0.0149
H -6.0696 0.6575 -2.0487
H -0.4828 0.8092 3.3059
H -1.1348 2.2840 2.4141
H 0.3652 1.6373 -0.1510
H 3.6499 2.3940 1.5696
H 5.6779 2.5352 0.0782
H 7.8632 2.6458 -2.8495
H 6.9865 3.6329 -1.6039
```

Calculated values
Spin multiplicity: 1
Relative energy (zero: lowest compared OMol25 entry of this formula, charge and spin) (kJ/mol): 2411.3
Energy (eV): -47221.765
Kohn-Sham gap (eV): 7.51
F_max (hartree/bohr): 0.384
HOMO energy (hartree): -0.293
Lowest unoccupied orbital energy (eV): -0.460

***

Entry from the OMol25 dataset: C25H29N5O2SeV as an isolated structure in a non-equilibrium geometry (the ωB97M-V functional and the def2-TZVPD basis).

```
63
Properties=species:S:1:pos:R:3
V 0.2582 1.3642 -0.0907
C -2.6854 3.9903 1.0737
C -1.3070 3.3274 1.1405
O -0.8023 2.9706 0.0198
C -0.7923 3.1053 2.5329
C 0.2324 2.1833 2.7572
C 0.8865 2.0584 4.3269
N 0.7833 1.4390 1.7982
N 1.9741 0.8319 1.9626
C 2.8260 0.7395 0.9946
O 2.3078 1.1171 -0.2759
C 3.9757 -0.0390 1.1881
C 5.2585 0.1321 0.4002
C 6.2820 -0.5288 0.8469
C 6.3739 -1.4579 1.9142
C 5.1240 -1.8437 2.5354
C 3.9632 -0.9697 2.2831
H -2.9197 3.9209 0.1159
H -0.8827 2.7602 -6.3474
H -3.4711 3.9986 1.7761
H -1.3213 3.4382 3.3289
H 0.1707 2.7490 4.9628
H 1.9137 2.5465 4.3059
H 1.0475 1.1231 4.7352
H 5.0018 1.0158 -0.4538
H 7.4316 0.0893 1.1871
H 7.2808 -1.8214 2.6045
H 4.9140 -3.0375 2.5805
H 2.9420 -1.2888 2.3649
C -4.1706 -1.7480 -1.4511
N -3.7386 -0.6152 -2.1964
C -2.4325 -0.6968 -2.8525
C -2.0016 0.6115 -2.9506
N -2.9193 1.4526 -2.2998
C -2.8324 2.7526 -2.6117
C -4.0268 0.7141 -1.9782
Se -5.6199 1.3826 -1.5379
H -3.4408 -2.1046 -0.6802
H -4.3534 -2.5987 -2.1014
H -5.0122 -1.4952 -0.9010
H -2.0777 -1.4973 -3.4540
H -1.3059 1.0863 -3.7291
H -2.3445 2.9005 -3.5581
H -2.2542 3.5179 -1.7809
H -3.6814 3.4714 -2.7126
C 1.1217 -1.1371 -2.5535
C 0.2950 -1.9966 -1.5957
C 0.3100 -3.4052 -1.6997
C -0.3110 -4.2352 -0.7930
C -0.9711 -3.7145 0.2790
C -0.9594 -2.3415 0.4966
C -1.5507 -1.6687 1.6998
C -0.4297 -1.4129 -0.4923
N -0.4690 -0.1405 -0.4339
H 1.6857 -1.8576 -3.1436
H 1.8841 -0.7041 -1.9255
H 0.6268 -0.4732 -3.2721
H 0.7322 -3.8140 -2.6303
H -0.2593 -5.2603 -0.8625
H -1.4000 -4.3181 1.1119
H -2.0738 -2.3746 2.2333
H -1.9557 -0.8085 1.3437
H -0.8298 -1.3853 2.4649
```

Calculated values
⟨S²⟩: 3.771
Total charge: -2
Spin multiplicity: 4
Relative energy (zero: lowest compared OMol25 entry of this formula, charge and spin) (kJ/mol): 1077.3
Energy (eV): -128962.688
Kohn-Sham gap (spin up / spin down) (eV): 4.50 / 4.81
F_max (hartree/bohr): 0.204
HOMO energy (spin up / spin down) (hartree): -0.002 / -0.013
Lowest unoccupied orbital energy (spin up / spin down) (eV): 4.461 / 4.460

***

Entry from the OMol25 dataset: an isolated molecule of C25H29N7O in a non-equilibrium geometry (the ωB97M-V functional and the def2-TZVPD basis).

```
62
Properties=species:S:1:pos:R:3
C 1.3873 1.2942 -5.9827
H 0.7271 2.0650 -5.5721
O 2.0922 0.6239 -4.9686
C 1.3646 -0.0424 -4.0168
C -0.0201 -0.0836 -3.9506
C -0.6509 -0.7851 -2.9401
C 0.0689 -1.4524 -1.9458
C 1.4652 -1.4035 -2.0274
C 2.0949 -0.7227 -3.0459
H 3.1719 -0.6952 -3.1012
H 2.0797 -1.8877 -1.2854
N -0.5959 -2.1591 -0.9641
C -1.9292 -1.7842 -0.5497
C -2.0591 -1.8832 0.9854
N -0.8627 -1.5270 1.7133
C 0.2969 -2.3204 1.3146
C 0.0633 -3.0299 -0.0279
H -0.5788 -3.9069 0.1229
H 1.0062 -3.3854 -0.4387
H 1.1707 -1.6730 1.2426
H 0.4908 -3.0682 2.0963
C -0.6354 -0.0968 1.9310
C 0.3624 0.0204 3.0365
N 1.6723 0.0158 2.9164
N 2.1735 0.0896 4.1392
N 1.2526 0.1339 5.0040
N 0.0808 0.0902 4.3646
C -1.1403 0.0829 5.1396
C -1.9010 -1.2232 4.9261
H -2.8015 -1.2223 5.5341
H -2.1750 -1.3538 3.8833
H -1.2833 -2.0677 5.2225
C -1.9926 1.3201 4.8632
H -1.3812 2.2188 4.9074
H -2.7691 1.3949 5.6196
H -2.4719 1.2732 3.8890
H -0.7874 0.1289 6.1768
C -0.2668 0.7291 0.7089
C 1.0153 0.8587 0.2416
C 1.2938 1.6394 -0.8966
C 2.6020 1.8364 -1.3849
C 2.7912 2.6335 -2.4797
C 1.6654 3.2136 -3.0899
N 0.4403 3.0461 -2.6774
C 0.2325 2.2783 -1.5885
C -1.0796 2.1291 -1.0959
C -1.3129 1.3880 0.0265
H -2.3218 1.3113 0.4131
H -1.8806 2.6312 -1.6160
H 1.7873 3.8494 -3.9587
H 3.7746 2.8149 -2.8843
H 3.4312 1.3626 -0.8788
H 1.8418 0.4060 0.7667
H -1.5907 0.2922 2.3027
H -2.8834 -1.2471 1.3176
H -2.3034 -2.9125 1.2701
H -2.6826 -2.4405 -1.0135
H -2.1247 -0.7584 -0.8671
H -1.7289 -0.8211 -2.9457
H -0.6295 0.4218 -4.6827
H 0.7982 0.5974 -6.5893
H 2.1452 1.7624 -6.6095
```

Calculated values
Spin multiplicity: 1
Relative energy (zero: lowest compared OMol25 entry of this formula, charge and spin) (kJ/mol): 125.4
Energy (eV): -38872.662
Kohn-Sham gap (eV): 7.51
F_max (hartree/bohr): 0.025
SMILES string: COc1ccc(N2CCN([C@H](c3ccc4ncccc4c3)c3nnnn3C(C)C)CC2)cc1
HOMO energy (hartree): -0.261
Lowest unoccupied orbital energy (eV): 0.404

***

Entry from the OMol25 dataset: a 3-piece molecular cluster, C25H29O3 overall in a non-equilibrium geometry (the ωB97M-V functional and the def2-TZVPD basis).

```
57
Properties=species:S:1:pos:R:3
C 1.8263 -0.5098 1.4703
C 0.8059 0.5813 0.9609
O 1.4594 1.9014 1.0068
C 0.3309 0.3578 -0.5332
O -0.9830 -0.1862 -0.5880
C -1.0814 -1.4049 0.2401
C -0.9657 -2.5949 -0.7821
C -0.7338 -4.0206 0.0752
C 0.8471 -4.4337 0.2662
O -0.1108 -3.8697 1.3932
C -2.4499 -1.3174 0.8869
C -3.3670 -2.4461 1.1648
C -4.6757 -2.2518 1.8210
C -5.1444 -0.9166 2.2563
C -4.2347 0.2197 1.9566
C -2.9293 0.0501 1.2959
H 1.3598 -1.5325 1.3306
H 1.9893 -0.4008 2.5779
H 2.7800 -0.5277 0.8719
H -0.0810 0.6791 1.6546
H 1.5113 2.0778 1.9659
H 1.0907 -0.2648 -1.0873
H 0.3348 1.3757 -1.0317
H -0.0152 -2.5622 -1.3831
H -1.8904 -2.7729 -1.4022
H -1.4855 -4.8834 -0.0975
H 1.5924 -3.6542 0.5450
H 0.8090 -5.4688 0.6994
H -3.0935 -3.4857 0.8750
H -5.3332 -3.1313 2.0367
H -6.1196 -0.7891 2.7803
H -4.6028 1.2376 2.2635
H -2.2956 0.9586 1.1237
C -2.3830 1.1081 -3.8171
C -1.8498 -0.1411 -3.5224
C -1.7315 -1.0982 -4.5243
C -2.1371 -0.8028 -5.8217
C -2.6667 0.4481 -6.1158
C -2.7938 1.4024 -5.1129
H -2.4785 1.8532 -3.0353
H -1.5265 -0.3686 -2.5083
H -1.3218 -2.0754 -4.2935
H -2.0401 -1.5485 -6.6036
H -2.9817 0.6793 -7.1279
H -3.2121 2.3765 -5.3413
C 4.8407 4.3481 3.6635
C 5.9943 3.5750 3.7143
C 6.3164 2.7363 2.6539
C 5.4894 2.6781 1.5381
C 4.3377 3.4538 1.4854
C 4.0109 4.2856 2.5496
H 4.5876 4.9998 4.4922
H 6.6428 3.6254 4.5819
H 7.2128 2.1281 2.6965
H 5.7428 2.0275 0.7091
H 3.6936 3.4091 0.6153
H 3.1096 4.8864 2.5106
```

Calculated values
Total charge: -1
Spin multiplicity: 1
Energy (eV): -32531.940
Kohn-Sham gap (eV): 5.12
F_max (hartree/bohr): 0.109
HOMO energy (hartree): -0.089
Lowest unoccupied orbital energy (eV): 2.682